{"formula": "C27H48O27", "method": "ωB97M-V/def2-TZVPD", "elements": ["H", "C", "C", "O", "H", "H", "C", "O", "C", "H", "C", "H", "H", "H", "C", "C", "C", "C", "O", "H", "O", "H", "H", "H", "H", "H", "H", "O", "H", "H", "C", "H", "O", "C", "O", "H", "C", "O", "H", "H", "O", "O", "C", "H", "C", "C", "H", "C", "H", "O", "H", "H", "O", "H", "H", "H", "O", "H", "H", "O", "C", "O", "H", "C", "H", "H", "O", "C", "C", "H", "H", "H", "O", "H", "O", "H", "C", "O", "C", "C", "O", "O", "H", "C", "O", "O", "H", "H", "H", "H", "H", "H", "O", "H", "H", "C", "O", "O", "O", "H", "C", "C"], "positions_angstrom": [[1.82, 2.15, 7.53], [-3.82, 1.29, 4.30], [2.39, 1.64, -3.08], [-4.09, -1.71, -0.80], [-2.66, -0.35, -0.16], [0.73, -3.64, 0.19], [-3.58, 2.91, 2.61], [1.49, -0.35, -0.58], [-2.79, -1.42, -0.31], [1.49, 1.03, -3.16], [3.72, 5.23, 3.29], [-0.85, 1.64, 2.27], [0.52, 3.03, -0.45], [0.74, 3.49, 7.45], [1.40, -3.58, -5.12], [1.79, 4.20, 3.12], [-0.09, 0.60, 5.89], [-0.07, 0.87, 2.27], [2.12, 0.25, -5.62], [2.18, 2.70, -2.93], [-0.13, 1.90, 6.36], [1.39, -1.48, 5.00], [0.25, 4.79, -0.03], [-3.62, 5.49, 1.46], [-0.98, -2.53, -0.83], [0.81, -4.48, 1.72], [-3.51, 5.05, -3.60], [-2.78, -3.16, -1.59], [0.01, -4.22, -7.36], [1.61, 4.26, -0.90], [-2.99, 4.13, -3.88], [1.97, -1.89, 6.52], [-1.63, 3.98, -3.51], [0.64, -4.96, -6.87], [-5.05, -3.38, -1.99], [4.79, -0.84, -6.87], [0.55, 4.07, -0.78], [-0.36, -7.49, -0.61], [-3.57, 3.25, -3.60], [2.85, 2.48, 2.52], [-2.70, 3.71, 2.03], [-4.78, 2.90, 2.41], [1.08, -1.48, 6.04], [2.55, 3.51, 1.16], [-0.62, -0.54, 2.31], [-0.66, -8.80, -0.34], [1.44, 3.66, 4.01], [3.09, 0.92, -5.34], [-0.60, -9.36, -1.28], [0.03, -1.04, 1.18], [0.98, 4.46, 2.44], [5.57, 0.55, -7.66], [1.16, -3.46, -3.79], [-2.20, 4.99, 0.50], [-1.64, -1.51, -2.13], [3.86, 0.37, -7.92], [3.98, 4.13, 2.55], [0.09, -5.89, -7.02], [-0.12, -1.04, 3.14], [0.68, 1.07, 1.13], [-1.90, -2.14, -1.28], [-0.14, 4.24, -1.96], [-3.07, 3.97, -4.95], [2.81, 3.53, 2.22], [-3.24, 0.75, 5.05], [0.00, -9.24, 0.40], [-1.04, 0.22, 5.20], [0.20, -4.34, 0.83], [-1.31, 3.64, -2.27], [0.26, -2.18, 6.23], [2.55, -2.54, -2.69], [-4.74, 1.75, 4.65], [-3.03, 2.21, 3.55], [3.03, 1.36, -2.25], [2.46, 5.27, 3.63], [1.62, -1.36, -3.51], [-4.07, -2.82, -1.51], [3.19, 1.72, -4.27], [-0.36, -6.56, 0.45], [4.65, 0.19, -7.19], [4.29, 1.01, -6.08], [-0.07, -5.40, -0.06], [-3.76, 4.16, 0.28], [1.54, -2.36, -3.06], [1.85, -2.72, -5.87], [-2.09, 3.12, -1.50], [-4.22, 0.46, 3.72], [0.90, -2.21, -2.19], [-0.73, -3.82, 1.07], [-1.67, -9.04, -0.02], [0.62, 0.96, 3.10], [1.55, -5.15, -7.43], [0.80, -0.18, 6.55], [-2.66, -1.87, 0.68], [-1.70, -0.43, 2.26], [0.79, -0.13, 0.47], [4.47, 6.14, 3.58], [0.94, -4.75, -5.52], [-0.52, -6.74, 1.64], [0.28, 2.14, 8.33], [-3.10, 4.64, 1.00], [0.77, 2.40, 7.39]], "gap_ev": 9.95, "multiplicity": 1, "total_energy_ha": -3088.9655, "e_above_lowest_kj_mol": 479.4, "lumo_energy_ha": -0.013, "smiles": "COC(=O)OC.COC(=O)OC.COC(=O)OC.COC(=O)OC.COC(=O)OC.COC(=O)OC.O=C1OCCO1.O=C1OCCO1.O=C1OCCO1", "mol_weight_g_mol": 804.654}